59
Properties=species:S:1:pos:R:3:forces:R:3:lowdin_spin:R:1 method="wB97M-V/def2-TZVPD" orbital_gap_ev="6.878 / 6.681" e_tot_ha=-4210.47333 spin_multiplicity=6 relative_energy_ev=0.000
H -4.4218 -2.9505 -1.6302 0.000 0.000 0.002 0.00
N 1.2906 -0.9156 1.7196 -0.011 0.114 0.020 0.07
H 3.7305 4.1031 -0.3262 0.006 -0.001 0.006 0.00
H 0.2081 1.9437 2.8876 0.000 -0.004 0.002 0.00
H 1.4487 3.0498 -0.5599 0.003 0.000 -0.001 0.00
H -3.7906 0.8078 1.9487 -0.006 -0.016 -0.007 0.00
C -1.9108 4.3497 2.1067 -0.002 0.001 -0.006 0.01
N 3.1933 -1.0560 2.8894 -0.028 0.013 0.034 0.00
C -4.1760 -2.6584 -0.6152 -0.001 0.001 -0.009 0.00
N -0.8597 -1.4331 -1.4851 -0.050 0.003 -0.037 0.12
C 1.2350 -1.9989 2.4585 0.008 -0.007 -0.008 0.01
C 2.2326 2.6009 0.0377 -0.003 0.004 0.009 0.01
N 4.4449 2.6194 0.9165 -0.010 -0.009 0.000 0.00
H 3.4019 0.2688 -2.6427 0.000 -0.001 0.001 0.00
C -3.7303 1.8826 2.1261 0.006 0.000 0.009 0.01
C -1.9938 -2.0331 -1.4894 -0.020 -0.002 0.023 0.04
C 3.4914 3.1739 0.1761 -0.001 -0.003 -0.002 0.00
H -0.8938 4.7206 1.9662 -0.002 -0.001 -0.002 0.00
C 1.0205 -0.9213 -2.5099 -0.016 0.025 0.026 0.01
Se -1.3983 2.1033 -0.3268 -0.012 -0.062 0.049 0.32
H -5.4536 -2.5992 2.5001 0.000 0.000 -0.001 0.00
H 4.9082 1.0060 2.1288 0.000 -0.003 -0.003 0.00
Ru -0.1170 0.0000 0.0719 0.061 -0.009 0.008 3.80
H -2.5579 4.8661 1.3956 0.005 0.003 0.001 0.00
C -4.7445 -2.4649 1.6921 0.003 0.002 0.011 0.01
H 4.4849 -1.0073 -6.5888 0.000 0.000 0.001 0.00
N 1.9379 1.4643 0.6491 0.053 -0.028 0.014 0.06
C 1.9738 -0.9547 -3.6516 0.006 -0.006 -0.002 0.01
N -0.1083 -1.5566 -2.6383 -0.004 -0.016 -0.009 0.03
C 2.8904 0.8977 1.3871 -0.019 -0.004 -0.021 0.00
C 2.5757 -1.6743 -5.8678 -0.002 0.003 0.005 0.00
C -5.0982 -2.8297 0.3907 0.000 -0.003 -0.004 0.01
C -0.8319 1.6583 3.0614 -0.004 -0.026 0.006 0.01
H -3.2245 -1.6537 2.9726 0.001 0.002 0.003 0.00
C 1.6740 -1.6566 -4.8168 0.008 -0.003 -0.004 0.00
H -4.0484 2.0810 3.1537 -0.004 -0.001 -0.004 0.00
C 3.1818 -0.2731 -3.5525 0.005 -0.002 -0.005 0.00
C 2.4971 -0.3667 2.0176 0.022 -0.035 -0.028 0.01
H 5.0221 0.2406 -4.5232 -0.001 0.000 0.000 0.00
H 2.3380 -2.2207 -6.7714 0.000 0.000 0.000 0.00
H -2.2763 -2.5460 -2.4086 0.002 -0.001 -0.004 0.01
H -6.0735 -3.2458 0.1802 0.001 0.000 -0.002 0.00
H 0.7314 -2.1815 -4.8829 -0.001 0.001 0.001 0.00
C 4.1441 1.4768 1.5231 -0.002 0.017 0.004 0.00
C -2.9077 -2.1075 -0.3737 0.013 0.012 0.001 0.01
Si -1.9900 2.4975 1.8489 -0.021 0.029 0.004 0.05
H -0.9199 0.5718 2.9903 0.019 0.007 -0.017 0.00
C 3.7821 -0.9924 -5.7653 0.000 -0.001 -0.001 0.00
C 4.0834 -0.2922 -4.6066 0.000 0.001 0.003 0.00
H 2.6492 -2.7991 3.8165 0.001 -0.002 -0.003 0.00
O -1.3787 -1.2340 1.2606 -0.035 -0.016 -0.021 0.19
O 1.3722 -0.2536 -1.4576 0.002 -0.002 -0.008 0.17
H -4.4313 2.3738 1.4493 0.008 0.008 -0.003 0.00
H 0.4092 -2.6893 2.5014 0.002 -0.001 -0.007 0.00
N 2.3701 -2.0922 3.1576 0.014 0.007 -0.008 0.00
H -2.2347 4.6144 3.1168 0.000 -0.006 0.001 0.00
C -3.5029 -1.9368 1.9649 0.001 0.009 -0.012 0.01
H -1.0964 1.9511 4.0820 -0.002 0.021 -0.008 0.00
C -2.5525 -1.7281 0.9450 0.005 -0.010 0.004 0.02